This record from the Open Molecules 2025 dataset describes C23H37GdN2O as an isolated structure in a non-equilibrium geometry. The level of theory is the ωB97M-V functional and the def2-TZVPD basis.

The gap between HOMO and LUMO (alpha / beta) comes out at 0.2478 / 0.2528 Ha.

```
! wB97M-V def2-TZVPD RIJCOSX def2/J DEFGRID3
* xyz 2 8
C 1.15024 2.11789 -4.00121
H 2.11420 2.54644 -3.68218
H 1.18829 1.83347 -5.05581
H 0.05923 -0.04780 0.16507
C -0.02988 3.03116 -3.69301
H -0.95823 2.62309 -4.11911
H -0.23955 3.11531 -2.59395
C 0.14447 4.48676 -4.18662
H -0.75035 5.07709 -3.96849
H 0.99721 4.95321 -3.68402
H 0.32448 4.49815 -5.26430
C -0.67815 -1.26806 -1.72836
C -1.34481 -0.48345 -2.73707
C -0.46978 -0.39581 -3.86755
C 0.78627 -1.00647 -3.51886
C 0.65703 -1.55467 -2.19865
C 1.63477 -2.46538 -1.54280
C 1.97261 -1.11922 -4.41143
C -0.89110 0.00569 -5.23634
C -2.77688 -0.07720 -2.71888
C -1.37784 -1.99706 -0.63311
Gd 0.54599 0.87960 -2.04825
H 2.84816 -1.48613 -3.86307
H 1.75595 -1.82710 -5.22570
H 2.23767 -0.15459 -4.86518
H 2.65802 -2.25437 -1.88011
H 1.61990 -2.37564 -0.44849
H 1.40708 -3.51336 -1.79801
H -2.38471 -1.59173 -0.47911
H -1.48175 -3.06553 -0.88375
H -0.84304 -1.93455 0.32109
H -2.93546 0.84605 -3.29151
H -3.41237 -0.85934 -3.16483
H -3.12883 0.09807 -1.69448
H -0.12890 0.58335 -5.76457
H -1.08587 -0.89894 -5.83441
H -1.81557 0.59361 -5.21176
C -2.89485 -1.23665 5.78446
C -1.58018 -0.63437 6.23424
N -0.71940 -0.27990 5.09556
C -0.22222 1.10992 5.03206
C 1.17011 1.29000 5.61495
C -0.06471 -1.29667 4.43881
O -0.15440 -2.47646 4.76886
C 0.71960 -0.88143 3.21450
C 2.11168 -1.03832 3.13275
C 2.76040 -0.58204 1.98707
C 2.03758 -0.11329 0.89828
N 0.67242 -0.06076 0.99300
C 0.00431 -0.43168 2.13552
H -3.46446 -0.50400 5.20205
H -3.48235 -1.50677 6.66591
H -2.72093 -2.13343 5.18155
H -1.75555 0.29812 6.77952
H -1.04441 -1.34502 6.88096
H -0.23148 1.41739 3.97602
H -0.95734 1.71772 5.57568
H 1.92250 0.74970 5.02806
H 1.41827 2.35583 5.60240
H 1.20026 0.93642 6.65260
H 2.63950 -1.49266 3.96886
H 3.85025 -0.61751 1.91878
H 2.49758 0.23278 -0.03813
H -1.08065 -0.38946 2.08445
*
```

Atomic partial charges in e from the Löwdin method, atoms 1 to 8: number 1, C, carries -0.217; number 2, H, carries 0.069; number 3, H, carries 0.063; number 4, H, carries 0.073; number 5, C, carries -0.386; number 6, H, carries 0.101; number 7, H, carries 0.067; number 8, C, carries -0.072

This record from the Open Molecules 2025 dataset describes a 2-piece molecular cluster, C5H18N3 overall. The level of theory is the ωB97M-V functional and the def2-TZVPD basis.

The gap between HOMO and LUMO comes out at 0.3776 Ha.

```
! wB97M-V def2-TZVPD RIJCOSX def2/J DEFGRID3
* xyz 1 1
C 0.45738 2.55520 0.82000
N -0.24521 3.69820 0.28362
C -0.56544 1.52946 1.29399
N 0.13113 0.27854 1.73436
H 1.03974 2.89152 1.67922
H 1.15883 2.07177 0.12753
H 0.37344 4.48286 0.13257
H -0.71419 3.49779 -0.58858
H -1.23672 1.27610 0.48014
H -1.15035 1.93106 2.12202
H -0.48635 -0.32606 2.27237
H 0.54810 -0.30908 0.89538
H 0.90258 0.53004 2.35531
C -1.09489 -2.16113 -0.12424
C 0.19365 -2.13563 -0.92564
C -0.05276 -1.71082 -2.36775
N 1.19702 -1.23236 -0.26234
H -1.83949 -2.77567 -0.62607
H -0.94101 -2.58845 0.87019
H -1.50804 -1.15651 -0.02139
H 0.61670 -3.13878 -0.93120
H 0.88694 -1.53390 -2.88560
H -0.57107 -2.49769 -2.91809
H -0.65665 -0.79880 -2.42670
H 2.01471 -1.78690 -0.01877
H 1.54194 -0.59076 -0.97032
*
```

Atomic partial charges in e from the natural (NBO) method, atoms 1 to 8: number 1, C, carries -0.229; number 2, N, carries -0.823; number 3, C, carries -0.225; number 4, N, carries -0.726; number 5, H, carries 0.202; number 6, H, carries 0.164; number 7, H, carries 0.383; number 8, H, carries 0.365

This record from the Open Molecules 2025 dataset describes a 4-piece molecular cluster, C8H25NO6 overall in a non-equilibrium geometry. The level of theory is the ωB97M-V functional and the def2-TZVPD basis.

The gap between HOMO and LUMO comes out at 0.3420 Ha. Its SMILES is COCCNCCOC.OCCO.O.O.

```
! wB97M-V def2-TZVPD RIJCOSX def2/J DEFGRID3
* xyz 0 1
C -0.25718 -1.34599 4.10513
O 0.21573 -0.51953 2.98597
C 0.94316 0.63800 3.43786
C 1.58988 1.47592 2.31901
N 0.70185 2.35518 1.50414
C 1.36463 3.17116 0.52570
C 1.94461 2.32974 -0.62666
O 1.03143 1.76080 -1.57521
C 1.38915 0.65276 -2.44226
H -0.89707 -0.74238 4.74878
H 0.63574 -1.86508 4.45347
H -1.00530 -2.09737 3.85246
H 1.78586 0.29699 4.03925
H 0.30683 1.20280 4.11917
H 2.31177 0.83587 1.81175
H 2.20712 2.20407 2.84524
H 0.08710 1.76227 0.96503
H 2.04962 3.73194 1.16163
H 0.57230 3.84967 0.20956
H 2.63668 1.60556 -0.19691
H 2.61674 2.94030 -1.22961
H 2.28101 0.89938 -3.01833
H 0.63305 0.41761 -3.19134
H 1.50728 -0.32116 -1.96726
C -5.30529 -0.80951 -3.99053
C -4.61029 -0.73265 -2.61668
O -3.83462 0.37693 -2.49927
O -4.28354 -0.72694 -4.98795
H -6.04649 -0.02122 -4.12211
H -5.80516 -1.77657 -4.04551
H -3.90595 -1.56216 -2.67923
H -5.17751 -1.13039 -1.77516
H -3.37409 0.46129 -3.33736
H -4.58370 -0.90684 -5.88190
O 5.13623 -3.02268 1.97195
H 5.60851 -3.01462 2.80449
H 5.75772 -2.66128 1.33998
O 1.13809 -3.48540 0.05049
H 0.59694 -2.98103 0.65794
H 2.03732 -3.24541 0.27414
*
```

Atomic partial charges in e from the natural (NBO) method, atoms 1 to 8: number 1, C, carries -0.269; number 2, O, carries -0.566; number 3, C, carries -0.058; number 4, C, carries -0.246; number 5, N, carries -0.612; number 6, C, carries -0.245; number 7, C, carries -0.076; number 8, O, carries -0.565

This record from the Open Molecules 2025 dataset describes a 2-piece molecular cluster, CBrFN2O2 overall in a non-equilibrium geometry. The level of theory is the ωB97M-V functional and the def2-TZVPD basis.

The gap between HOMO and LUMO comes out at 0.4178 Ha. Its SMILES is O=[N+]([O-])F.N#CBr.

```
! wB97M-V def2-TZVPD RIJCOSX def2/J DEFGRID3
* xyz 0 1
C -1.05959 -1.17912 1.68386
N 0.03582 -1.41163 1.41464
N 1.07745 0.96655 -1.19456
O 1.20563 1.72587 -2.03485
O 1.58257 0.72204 -0.16108
F -0.05263 0.03131 -1.52030
Br -2.78926 -0.85502 1.81230
*
```

The net atomic charges from natural (NBO), expressed in e, are: number 1, C, carries 0.065; number 2, N, carries -0.293; number 3, N, carries 0.804; number 4, O, carries -0.236; number 5, O, carries -0.248; number 6, F, carries -0.320; number 7, Br, carries 0.228

This record from the Open Molecules 2025 dataset describes one molecule with the formula C5H13O2PS in a non-equilibrium geometry. The level of theory is the ωB97M-V functional and the def2-TZVPD basis.

The gap between HOMO and LUMO comes out at 0.3364 Ha. Its SMILES is O=C(O)C[PH3]CCCS.

```
! wB97M-V def2-TZVPD RIJCOSX def2/J DEFGRID3
* xyz 0 1
O -3.80371 -2.55282 -0.30079
C -2.53518 -2.05699 -0.27594
O -1.57303 -2.71733 0.66137
C -2.10748 -0.82659 -1.28597
P -0.36136 -0.11230 -0.97708
C 1.45295 0.51107 -0.81454
C 1.64748 1.73069 0.27466
C 1.91409 1.22826 1.81836
S 0.60758 0.07213 2.50254
H -0.85362 -3.16432 0.09424
H -2.17591 -1.13503 -2.43239
H -2.87545 0.05717 -1.07324
H 0.15599 -1.45888 -0.83546
H -0.36501 0.48851 -2.31592
H -0.84225 0.72770 0.08967
H 2.20757 -0.39471 -0.62687
H 1.77730 0.95093 -1.87563
H 0.77876 2.54129 0.20925
H 2.64066 2.30358 -0.05818
H 1.90931 2.21116 2.49274
H 2.95898 0.72493 1.99642
H -0.55767 0.87154 2.73277
*
```

Atomic partial charges in e from the natural (NBO) method, atoms 1 to 8: number 1, O, carries -0.552; number 2, C, carries 0.768; number 3, O, carries -0.729; number 4, C, carries -0.859; number 5, P, carries 0.839; number 6, C, carries -0.755; number 7, C, carries -0.436; number 8, C, carries -0.535

This record from the Open Molecules 2025 dataset describes one molecule with the formula C6H8ClF in a non-equilibrium geometry. The level of theory is the ωB97M-V functional and the def2-TZVPD basis.

The gap between HOMO and LUMO comes out at 0.3914 Ha. Its SMILES is C[C@]1(Cl)C=CC[C@@H]1F.

```
! wB97M-V def2-TZVPD RIJCOSX def2/J DEFGRID3
* xyz 0 1
C -0.58908 0.41656 1.65732
C -0.36054 -0.14608 0.25616
C 0.25382 -1.53173 0.27362
C 1.57706 -1.45117 -0.04606
C 1.98482 -0.05228 -0.34393
C 0.68244 0.67470 -0.55300
H -1.33615 -0.21120 2.21515
H -0.94630 1.43666 1.59683
H 0.33654 0.41618 2.17134
H -0.28618 -2.45194 0.49283
H 2.21998 -2.31656 -0.12057
H 2.53576 0.37640 0.57658
H 2.69117 0.03546 -1.19602
H 0.34008 0.57810 -1.60104
F 0.73198 1.97946 -0.14707
Cl -1.96669 -0.18460 -0.60448
*
```

Atomic partial charges in e from the natural (NBO) method, atoms 1 to 8: number 1, C, carries -0.623; number 2, C, carries -0.039; number 3, C, carries -0.212; number 4, C, carries -0.166; number 5, C, carries -0.483; number 6, C, carries 0.194; number 7, H, carries 0.224; number 8, H, carries 0.232

Listing E for the structures above in their given order: -50296.342 -9941.533 -22472.839 -80866.612 -29608.885 -21591.308 eV.
Listing energy above the lowest of the compared OMol25 structures with the same formula, charge and spin for the structures above in their given order: 0.0 5.4 30.6 0.7 99.9 0.0 kcal/mol.